Record 1
{"formula": "C48H41CaN15O2S3", "method": "the ωB97M-V functional and the def2-TZVPD basis", "elements": ["Ca", "N", "C", "N", "N", "N", "N", "C", "N", "N", "N", "N", "H", "N", "S", "N", "S", "N", "S", "N", "C", "C", "C", "C", "C", "C", "C", "C", "C", "C", "C", "C", "C", "C", "C", "C", "C", "C", "C", "C", "C", "C", "C", "C", "C", "C", "C", "C", "C", "C", "C", "C", "C", "C", "C", "C", "H", "H", "H", "H", "H", "H", "H", "H", "H", "H", "H", "H", "H", "H", "H", "H", "H", "H", "H", "H", "H", "H", "H", "H", "H", "H", "H", "H", "H", "H", "N", "C", "C", "C", "O", "O", "H", "H", "H", "H", "H", "H", "N", "C", "C", "C", "C", "C", "C", "C", "H", "H", "H", "H"], "coordinates": [[2.016, -0.905, 2.901], [5.123, -0.882, -2.196], [4.933, -0.678, -0.814], [5.959, -0.312, -0.033], [5.485, -0.240, 1.225], [4.209, -0.654, 1.169], [3.858, -0.988, -0.088], [4.278, -0.308, -3.165], [4.711, 0.298, -4.253], [3.564, 0.345, -5.010], [2.549, -0.146, -4.353], [3.009, -0.690, -3.160], [6.048, -0.508, -2.329], [-0.138, -1.599, 2.044], [-1.111, -1.811, 1.009], [-1.918, -0.507, 0.253], [-1.461, 0.306, -0.996], [-0.084, 0.890, -1.252], [0.879, 1.628, 0.009], [1.199, 0.999, 1.264], [0.057, 3.277, 0.086], [-0.282, 3.980, -1.047], [-0.822, 5.248, -0.915], [-1.052, 5.849, 0.303], [-0.835, 5.113, 1.462], [-0.205, 3.821, 1.346], [2.251, 2.123, -1.116], [3.497, 2.335, -0.496], [4.456, 3.054, -1.170], [4.285, 3.226, -2.577], [3.123, 2.797, -3.169], [2.131, 2.230, -2.476], [-2.842, 1.484, -1.105], [-3.074, 2.206, -2.280], [-4.186, 2.968, -2.519], [-5.192, 3.108, -1.555], [-5.030, 2.426, -0.337], [-3.936, 1.574, -0.190], [-1.664, -0.596, -2.500], [-2.865, -1.203, -2.880], [-3.104, -1.777, -4.054], [-2.051, -1.871, -4.982], [-0.816, -1.411, -4.645], [-0.591, -0.802, -3.453], [-2.714, -2.492, 1.612], [-2.574, -3.292, 2.763], [-3.774, -3.726, 3.330], [-5.017, -3.366, 2.841], [-5.158, -2.722, 1.612], [-4.009, -2.204, 1.044], [-0.677, -2.812, -0.433], [0.491, -2.412, -1.189], [0.957, -3.326, -2.106], [0.260, -4.505, -2.435], [-0.854, -4.871, -1.681], [-1.331, -4.049, -0.675], [0.070, 3.618, -1.964], [-0.959, 5.848, -1.824], [-1.589, 6.804, 0.359], [-1.099, 5.614, 2.419], [0.089, 3.169, 2.209], [3.534, 2.113, 0.640], [5.459, 3.216, -0.747], [5.065, 3.698, -3.159], [2.941, 2.871, -4.200], [1.316, 1.781, -3.054], [-2.219, 2.361, -2.977], [-4.236, 3.473, -3.487], [-6.088, 3.696, -1.877], [-5.747, 2.412, 0.510], [-3.808, 0.971, 0.720], [-3.707, -1.117, -2.111], [-4.145, -2.192, -4.278], [-2.236, -2.470, -5.911], [0.041, -1.476, -5.273], [0.419, -0.428, -3.220], [-1.570, -3.556, 3.136], [-3.678, -4.296, 4.224], [-5.888, -3.660, 3.386], [-6.133, -2.613, 1.134], [-4.087, -1.816, -0.024], [1.134, -1.498, -1.039], [1.913, -3.066, -2.545], [0.681, -5.137, -3.181], [-1.255, -5.852, -1.941], [-2.175, -4.425, -0.068], [2.562, -3.026, 1.363], [1.885, -4.346, 1.687], [1.813, -4.719, 3.124], [1.026, -3.814, 4.030], [-0.091, -4.113, 4.466], [1.652, -2.768, 4.363], [2.431, -2.731, 0.415], [3.537, -3.136, 1.444], [2.382, -5.133, 1.121], [0.831, -4.195, 1.321], [2.829, -4.772, 3.474], [1.340, -5.646, 3.122], [-0.782, 6.152, 5.073], [-0.353, 5.087, 5.179], [0.220, 3.795, 5.073], [-0.683, 2.757, 5.120], [-0.182, 1.488, 4.749], [1.184, 1.170, 4.444], [2.015, 2.356, 4.348], [1.579, 3.604, 4.710], [-1.665, 2.894, 5.519], [-0.871, 0.697, 4.604], [3.160, 2.213, 4.170], [2.180, 4.524, 4.586]], "e_homo_ev": -2.9177, "relative_energy_kcal_mol": 52.5, "max_force_ev_per_a": 5.47, "total_charge": -2}



Record 2
{"formula": "C19H33F3N4O9Ta", "method": "the ωB97M-V functional and the def2-TZVPD basis", "elements": ["Ta", "O", "C", "O", "C", "O", "C", "C", "O", "O", "H", "H", "H", "H", "H", "C", "N", "C", "C", "O", "C", "O", "C", "C", "O", "N", "C", "C", "H", "H", "H", "H", "H", "H", "H", "H", "H", "H", "H", "H", "H", "H", "H", "H", "C", "N", "C", "C", "C", "N", "C", "C", "O", "H", "H", "H", "H", "H", "H", "H", "H", "H", "H", "H", "H", "F", "C", "F", "F"], "coordinates": [[0.489, -0.810, 0.498], [4.558, -0.151, 1.796], [3.553, -0.866, 1.416], [2.521, -0.335, 0.956], [3.805, -2.345, 1.560], [2.691, -3.107, 1.233], [1.983, -3.770, 2.265], [0.618, -3.133, 2.440], [-0.376, -3.674, 2.781], [0.638, -1.774, 2.110], [4.425, 0.805, 1.678], [4.189, -2.523, 2.570], [4.624, -2.574, 0.867], [2.508, -3.741, 3.225], [1.841, -4.812, 1.982], [-4.267, -3.263, -0.909], [-2.852, -3.153, -0.520], [-2.103, -4.425, -0.444], [-2.284, -2.029, -0.248], [-1.037, -1.984, 0.096], [-3.000, -0.694, -0.270], [-2.013, 0.290, -0.011], [-2.362, 1.357, 0.852], [-1.224, 1.536, 1.846], [-0.237, 0.736, 1.750], [-1.284, 2.453, 2.766], [-0.230, 2.603, 3.779], [-2.430, 3.361, 2.929], [-4.328, -3.895, -1.792], [-4.699, -2.294, -1.139], [-4.822, -3.729, -0.097], [-1.624, -4.621, -1.402], [-2.816, -5.215, -0.223], [-1.361, -4.372, 0.345], [-3.787, -0.693, 0.489], [-3.455, -0.518, -1.249], [-3.289, 1.148, 1.391], [-2.501, 2.272, 0.271], [0.472, 1.780, 3.714], [-0.699, 2.608, 4.761], [0.279, 3.553, 3.625], [-3.056, 3.385, 2.044], [-2.049, 4.364, 3.109], [-3.021, 3.049, 3.790], [-0.727, 0.491, -3.199], [0.232, 1.542, -2.864], [0.512, 2.499, -3.954], [0.976, 3.821, -3.388], [2.138, 3.577, -2.452], [1.787, 2.544, -1.458], [2.597, 2.523, -0.246], [0.922, 1.574, -1.735], [0.742, 0.629, -0.835], [-1.576, 0.960, -3.692], [-1.068, -0.011, -2.303], [-0.281, -0.236, -3.875], [-0.410, 2.616, -4.520], [1.259, 2.062, -4.620], [0.160, 4.315, -2.859], [1.288, 4.479, -4.198], [2.392, 4.481, -1.902], [3.028, 3.255, -2.997], [2.864, 3.549, -0.004], [3.518, 1.957, -0.407], [2.043, 2.101, 0.589], [0.592, -1.938, -2.278], [1.295, -2.161, -1.131], [1.137, -3.474, -0.866], [2.592, -1.957, -1.437]], "e_homo_ev": -17.6915, "relative_energy_kcal_mol": 1.2, "max_force_ev_per_a": 0.69, "total_charge": 3}



Record 3
{"formula": "C39H44I2N11OSTl", "method": "the ωB97M-V functional and the def2-TZVPD basis", "elements": ["Tl", "I", "C", "C", "C", "I", "C", "O", "C", "C", "N", "C", "C", "C", "C", "C", "C", "N", "C", "H", "H", "H", "H", "H", "H", "H", "H", "H", "H", "H", "C", "N", "C", "C", "N", "N", "C", "N", "N", "H", "H", "H", "H", "H", "H", "H", "H", "H", "H", "H", "N", "C", "C", "C", "C", "N", "C", "C", "H", "H", "H", "H", "C", "N", "C", "C", "C", "C", "C", "C", "C", "C", "H", "H", "H", "H", "H", "H", "H", "H", "H", "H", "H", "H", "H", "S", "C", "N", "C", "C", "C", "C", "C", "C", "H", "H", "H", "H", "H"], "coordinates": [[-0.227, -0.616, -0.347], [-6.276, 0.176, -5.155], [-4.484, -0.240, -4.186], [-3.278, 0.129, -4.757], [-2.092, -0.150, -4.096], [-0.319, 0.456, -5.001], [-2.056, -0.811, -2.864], [-0.870, -1.096, -2.308], [-3.298, -1.162, -2.298], [-3.354, -1.780, -0.932], [-2.913, -0.812, 0.098], [-3.776, 0.367, 0.171], [-3.342, 1.525, -0.708], [-4.257, 2.545, -0.955], [-3.895, 3.590, -1.783], [-2.628, 3.575, -2.352], [-1.787, 2.522, -2.048], [-2.121, 1.517, -1.231], [-4.485, -0.884, -2.959], [-3.255, 0.635, -5.712], [-4.367, -2.137, -0.720], [-2.689, -2.638, -0.898], [-2.907, -1.265, 1.004], [-4.802, 0.117, -0.122], [-3.834, 0.697, 1.213], [-5.249, 2.495, -0.524], [-4.592, 4.388, -2.000], [-2.306, 4.348, -3.035], [-0.810, 2.460, -2.506], [-5.424, -1.171, -2.500], [0.109, 4.516, 2.966], [-0.489, 3.558, 2.044], [-1.888, 3.783, 1.708], [0.146, 2.456, 1.559], [-0.446, 1.431, 1.053], [1.535, 2.527, 1.637], [2.459, 1.582, 1.198], [3.697, 2.117, 0.974], [2.146, 0.343, 1.109], [0.448, 5.422, 2.456], [0.939, 4.075, 3.514], [-0.640, 4.807, 3.702], [-2.077, 4.855, 1.707], [-2.567, 3.317, 2.429], [-2.106, 3.411, 0.707], [-1.450, 1.499, 1.171], [1.897, 3.461, 1.732], [3.806, 3.098, 0.778], [4.397, 1.523, 0.564], [2.913, -0.176, 0.692], [4.936, -7.406, -0.778], [4.211, -6.516, -0.780], [3.307, -5.397, -0.783], [2.130, -5.436, -1.521], [1.298, -4.329, -1.481], [1.566, -3.232, -0.771], [2.700, -3.209, -0.075], [3.603, -4.256, -0.043], [1.873, -6.303, -2.112], [0.377, -4.318, -2.054], [2.894, -2.301, 0.489], [4.515, -4.194, 0.534], [2.217, 0.174, 4.849], [1.604, -1.006, 4.180], [2.626, -1.803, 3.439], [0.459, -0.582, 3.285], [-0.238, -1.786, 2.717], [-0.695, -2.746, 3.629], [-1.213, -3.956, 3.211], [-1.283, -4.215, 1.850], [-0.879, -3.248, 0.944], [-0.374, -2.008, 1.348], [3.005, -0.161, 5.517], [1.450, 0.702, 5.410], [2.630, 0.818, 4.076], [1.212, -1.616, 4.899], [2.947, -1.206, 2.587], [2.169, -2.729, 3.100], [3.457, -2.011, 4.107], [0.896, 0.029, 2.501], [-0.196, 0.024, 3.913], [-0.655, -2.541, 4.697], [-1.553, -4.687, 3.932], [-1.669, -5.160, 1.492], [-0.967, -3.475, -0.109], [3.151, -0.339, -4.053], [2.182, -0.902, -2.760], [1.725, -0.014, -1.935], [2.103, 1.260, -2.352], [1.735, 2.464, -1.750], [2.166, 3.648, -2.307], [2.977, 3.656, -3.452], [3.355, 2.475, -4.055], [2.908, 1.279, -3.494], [1.978, -1.955, -2.660], [1.084, 2.455, -0.883], [1.867, 4.591, -1.866], [3.301, 4.598, -3.871], [3.969, 2.477, -4.946]], "e_homo_ev": -11.6818, "relative_energy_kcal_mol": 37.7, "max_force_ev_per_a": 0.79, "total_charge": 2}



Record 4
{"formula": "C6H10ClN", "method": "the ωB97M-V functional and the def2-TZVPD basis", "elements": ["C", "C", "C", "C", "C", "C", "H", "H", "H", "H", "H", "H", "H", "H", "H", "H", "N", "Cl"], "coordinates": [[-2.805, -0.587, -0.286], [-0.555, -0.422, 0.584], [0.895, -0.171, 0.216], [1.699, -1.237, 0.181], [1.218, 1.220, -0.147], [2.387, 1.852, -0.065], [-3.051, -1.469, 0.353], [-3.129, 0.313, 0.236], [-3.393, -0.650, -1.208], [-1.165, 0.138, -1.250], [-0.881, 0.388, 1.227], [-0.658, -1.320, 1.185], [1.350, -2.243, 0.414], [0.342, 1.806, -0.472], [3.305, 1.353, 0.283], [2.453, 2.884, -0.351], [-1.377, -0.602, -0.602], [3.366, -1.252, -0.299]], "e_homo_ev": -8.8791, "relative_energy_kcal_mol": 28.9, "max_force_ev_per_a": 0.82, "smiles": "C=C/C(=C\\Cl)CNC", "total_charge": 0}



For reference, LUMO by record: 3.35; -9.69; -4.76; 0.87 eV.